DFT (the ωB97M-V functional and the def2-TZVPD basis) results for an isolated molecule of C17H21NO5.

Output
Frontier orbital gap, eV: 8.77
SMILES: COc1ccc([C@H]2CC(=O)C(/C=N/CCO)=C(O)C2)cc1OC
Energy above the lowest of the compared OMol25 structures with the same formula, charge and spin, kJ/mol: 235.7
LUMO, eV: 0.7

Geometry (Å):
C -1.0266 -2.1432 6.4792
O -0.6552 -0.9419 5.8426
C -0.5424 -0.8546 4.4876
C -0.2133 0.4186 4.0304
C -0.0529 0.6970 2.6893
C -0.2181 -0.3067 1.7476
C -0.0584 -0.0441 0.2712
C -1.0812 0.9757 -0.2309
C -0.9678 1.2231 -1.7236
O -1.9379 1.5329 -2.3865
C 0.3740 1.1025 -2.2913
C 0.5225 1.3496 -3.7091
N 1.6695 1.3310 -4.2635
C 1.8796 1.5526 -5.6647
C 0.7281 2.1696 -6.4621
O -0.2529 1.1833 -6.6913
C 1.4626 0.7727 -1.5231
O 2.6755 0.6954 -2.0237
C 1.3442 0.4695 -0.0637
C -0.5470 -1.5794 2.1937
C -0.7139 -1.8801 3.5398
O -1.0374 -3.1388 3.9865
C -1.2367 -4.1631 3.0459
H -1.0529 -1.9022 7.5420
H -2.0139 -2.4827 6.1594
H -0.2978 -2.9372 6.3046
H -0.0880 1.1894 4.7741
H 0.1980 1.7023 2.3885
H -0.2172 -0.9824 -0.2720
H -2.0994 0.6523 -0.0084
H -0.9263 1.9357 0.2694
H -0.4093 1.5400 -4.2399
H 2.7609 2.1977 -5.7490
H 2.1282 0.5844 -6.1130
H 1.1278 2.5415 -7.4170
H 0.3123 3.0224 -5.9064
H -1.0132 1.5803 -7.1280
H 2.6020 0.9236 -3.0132
H 2.1111 -0.2574 0.2105
H 1.5497 1.3848 0.4988
H -0.6761 -2.3581 1.4586
H -0.3282 -4.3673 2.4698
H -2.0595 -3.9312 2.3619
H -1.4948 -5.0451 3.6308